A molecular structure, C47H38ClN2O7S3Y in a non-equilibrium geometry. Source: the OMol25 dataset; level of theory: ωB97M-V/def2-TZVPD.

```
99
Properties=species:S:1:pos:R:3:forces:R:3
Y -1.88353 0.48635 -0.43907 0.2149 1.6826 -2.8093
O -3.42352 -4.57517 1.94016 0.3068 -0.2323 0.5760
C -4.27583 -4.34201 0.96967 -0.0937 0.4357 -0.3910
O -5.21073 -5.04777 0.72273 0.0777 -0.0809 0.1778
C -4.00922 -3.13590 0.10042 0.0173 -0.0809 -0.1465
C -4.58046 -2.97455 -1.17087 0.2845 0.1197 0.5453
Cl -5.75526 -3.94175 -1.88326 -0.0189 0.0894 -0.1106
N -4.08686 -1.83220 -1.71204 0.1128 -0.5240 0.5792
N -3.26275 -1.22410 -0.83104 -0.9870 -1.2267 0.0931
C -3.20808 -2.00321 0.26699 -0.5732 -0.3706 -0.4584
C -2.43690 -1.48532 1.45200 -0.3022 -1.0878 0.8265
O -2.06809 -2.22130 2.34135 -0.1012 0.0366 -0.2727
O -2.26366 -0.20014 1.41989 -0.3961 -0.2412 1.7154
C -4.27366 -1.28956 -3.00689 -0.1213 0.4314 -0.7913
C -4.17943 0.08993 -3.19653 -0.1119 -0.1739 0.2664
C -4.35973 0.61872 -4.46420 0.0663 -0.0369 0.0272
C -4.63320 -0.21018 -5.54083 0.0065 -0.0403 -0.0022
C -4.71092 -1.57945 -5.34999 0.0608 0.0617 0.0237
C -4.51798 -2.12554 -4.09327 0.1892 0.0476 0.2692
H -2.75343 -3.87540 2.10688 -0.2339 0.0712 -0.2308
H -4.00486 0.76052 -2.35732 -0.1167 -0.1073 -0.1418
H -4.29716 1.68421 -4.61104 0.0081 0.1743 0.0119
H -4.78307 0.20381 -6.52548 -0.0292 0.0807 -0.0761
H -4.91387 -2.23633 -6.18055 -0.0125 -0.0609 -0.1018
H -4.54031 -3.19346 -3.96541 -0.0012 -0.0705 -0.0400
C 5.04727 5.35397 1.33597 0.1708 0.0199 0.0234
C 3.87988 4.43336 1.45587 -0.1484 -0.1049 0.0235
C 3.03334 4.48623 2.56201 0.0854 -0.0996 -0.0950
C 1.93594 3.65176 2.65279 -0.1449 -0.1254 0.0311
C 1.67891 2.74093 1.63682 -0.4702 0.0842 0.1362
C 2.52182 2.65663 0.54266 -0.1963 -0.1186 -0.1722
C 3.61716 3.49421 0.46155 -0.0755 -0.0114 0.0886
S 0.15018 1.79706 1.77515 1.7371 -0.2923 0.2482
O -0.20246 1.46602 0.30841 1.0704 1.1671 0.7423
C 0.69256 0.26118 2.55594 -0.1790 0.2527 0.1655
C 0.00228 0.07324 3.76879 -0.0637 -0.0391 0.3043
C 0.28050 -0.99249 4.57301 0.0384 0.1727 -0.1233
C 1.24502 -1.94450 4.18828 0.0271 0.1432 -0.1893
C 1.54806 -3.04735 5.01293 0.1219 -0.2489 -0.0124
C 2.48204 -3.96990 4.63155 -0.3519 0.2298 0.2294
C 3.12950 -3.83189 3.39653 0.0658 0.2266 -0.3621
C 2.86025 -2.77303 2.57154 0.1648 -0.2688 0.0551
C 1.92484 -1.78264 2.94926 -0.2650 0.1049 0.2345
C 1.65409 -0.63549 2.14024 -0.1038 0.1678 0.1741
C 2.46732 -0.52082 0.90887 -0.0359 -0.0785 -0.2780
C 3.83005 -0.13055 1.00086 0.1375 -0.0765 -0.2863
C 4.36237 0.41355 2.18672 0.1248 -0.0400 0.1260
C 5.67950 0.76783 2.25613 -0.2975 -0.0063 0.0951
C 6.51832 0.58262 1.14635 0.0401 -0.0887 -0.2542
C 6.02827 0.07001 -0.02415 0.0909 0.1036 0.0479
C 4.66764 -0.28460 -0.13745 -0.2051 0.0271 0.4142
C 4.12149 -0.81275 -1.33058 -0.3315 -0.1073 -0.1334
C 2.79415 -1.12962 -1.42160 0.2666 -0.1065 -0.2818
C 1.97646 -0.97749 -0.29223 -0.5884 0.5079 0.7339
S 0.18876 -1.22886 -0.28463 1.5402 -0.3096 -1.5161
O -0.22227 -2.61038 -0.52072 -0.1716 -1.0065 0.2139
C -0.11060 -0.44055 -1.95249 0.6098 -0.2798 -0.5855
C 0.43379 0.78221 -2.37985 0.2344 -0.1836 -0.0855
C 0.24403 1.19767 -3.68850 -0.0687 -0.0676 0.2341
C -0.49073 0.42916 -4.59351 -0.1506 -0.1911 0.1799
C -0.65238 0.85640 -6.01093 -0.0328 0.0463 -0.1032
C -1.04364 -0.77027 -4.15291 0.1165 0.2270 -0.0261
C -0.84657 -1.21337 -2.85685 0.3261 -0.1775 0.3408
H 4.84992 6.31090 1.81392 0.0079 0.0425 -0.0291
H 5.30821 5.51670 0.29219 0.0202 0.0720 0.0076
H 5.91487 4.91415 1.82793 0.0957 0.0029 0.0337
H 3.23095 5.19475 3.35132 -0.0107 0.1069 0.0809
H 1.27461 3.71137 3.50264 -0.1096 0.0809 0.1695
H 2.32109 1.94664 -0.24285 0.0137 -0.0478 -0.1045
H 4.27815 3.41840 -0.38905 0.0474 0.0221 -0.1130
H -0.73717 0.80213 4.06487 -0.1319 0.0119 0.0613
H -0.23438 -1.12018 5.51253 -0.0907 0.0061 0.0876
H 1.01822 -3.15212 5.94601 -0.0512 -0.0166 0.1550
H 2.71170 -4.80975 5.26721 0.0142 -0.0879 0.0811
H 3.84795 -4.57578 3.09537 0.1137 -0.0952 -0.0955
H 3.36510 -2.70806 1.62075 0.0695 0.0250 -0.0737
H 3.71063 0.54332 3.03720 -0.0256 0.0294 0.1441
H 6.07755 1.18461 3.16792 0.0602 0.0335 0.0943
H 7.56045 0.84054 1.23019 0.1841 0.0458 -0.0474
H 6.67779 -0.07368 -0.87480 0.0710 0.0012 -0.0810
H 4.77277 -0.95987 -2.17968 0.0323 -0.0135 -0.0946
H 2.37504 -1.52823 -2.33286 0.0110 -0.0079 -0.1432
H 1.08841 1.34857 -1.72910 -0.2148 0.0101 -0.0389
H 0.70681 2.11594 -4.02055 0.0315 0.0900 -0.0294
H 0.31817 0.92121 -6.49879 0.0672 0.0412 -0.0705
H -1.11479 1.83943 -6.06235 -0.0363 0.1082 -0.0756
H -1.26557 0.14866 -6.56126 -0.0397 0.0047 -0.0782
H -1.60404 -1.37701 -4.84840 -0.0562 -0.1102 -0.0443
H -1.16101 -2.20674 -2.55678 -0.1234 0.0592 0.0693
C -3.69336 2.73952 2.02402 0.0338 0.0705 -0.3736
S -4.45249 2.55498 0.38870 -0.6181 -0.4654 1.1519
C -5.40897 1.04758 0.75877 0.1217 0.2337 -0.1843
O -3.29644 2.03796 -0.47186 -0.5556 0.8489 -0.2466
H -3.15477 1.82358 2.26681 -0.1054 -0.0505 -0.0146
H -4.46235 2.94533 2.76158 -0.1745 0.0251 0.0079
H -3.00786 3.58195 1.97581 -0.0044 0.0833 -0.0740
H -6.06764 1.23105 1.60069 -0.0705 0.2053 0.1284
H -4.72345 0.23385 1.00158 0.0313 0.2031 0.0027
H -6.01873 0.79061 -0.10382 0.0591 0.0823 -0.1405
```
Positions in Å, forces in eV/Å.

Summary:
Energy relative to the best compared isomer or geometry (same formula, charge and spin)   259.0 kJ/mol
Total charge   +2
E_tot   -4142.743496 hartree
Multiplicity   1
Highest occupied orbital energy   -0.470 Ha